## 1
The following is a DFT calculation (ωB97M-V/def2-TZVPD) of 2 unconnected molecules or ions with the total composition C5H13NOS.

SMILES string   CC(N)=O.CCSC
Molar mass   135.23 g mol⁻¹
Total charge   0
Gap between HOMO and LUMO   0.3176 Eh

Last columns: bonded neighbours and bond lengths (Å).
Cartesian coordinates (Å):
1 C 1.863 -1.467 1.761  C2 1.479, H5 1.105, H6 1.120, H7 1.089
2 C 0.698 -0.562 1.660  C1 1.479, N3 1.405, O4 1.210
3 N 0.540 0.430 2.643  C2 1.405, H8 1.016, H9 1.012
4 O 0.018 -0.559 0.660  C2 1.210
5 H 2.599 -1.203 0.981  C1 1.105
6 H 1.566 -2.459 1.334  C1 1.120
7 H 2.334 -1.699 2.716  C1 1.089
8 H -0.308 0.968 2.492  N3 1.016
9 H 0.524 0.213 3.631  N3 1.012
10 C -0.875 -0.933 -2.104  C11 1.515, H14 1.106, H15 1.087, H16 1.097
11 C 0.158 0.175 -2.074  C10 1.515, S12 1.806, H17 1.116, H18 1.102
12 S -0.241 1.891 -1.673  C11 1.806, C13 1.835
13 C -1.551 2.199 -0.424  S12 1.835, H19 1.090, H20 1.108, H21 1.087
14 H -0.673 -1.595 -1.242  C10 1.106
15 H -0.739 -1.709 -2.853  C10 1.087
16 H -1.954 -0.734 -2.121  C10 1.097
17 H 1.087 -0.090 -1.517  C11 1.116
18 H 0.556 0.323 -3.091  C11 1.102
19 H -1.835 3.221 -0.675  C13 1.090
20 H -2.520 1.722 -0.669  C13 1.108
21 H -1.248 1.870 0.566  C13 1.087


## 2
The following is a DFT calculation (ωB97M-V/def2-TZVPD) of 2 unconnected molecules or ions with the total composition C5H13NOS.

Molar mass   135.23 g mol⁻¹
Total charge   0
Gap between HOMO and LUMO   0.1644 Eh

Last columns: bonded neighbours and bond lengths (Å).
Cartesian coordinates (Å):
1 C -1.874 0.396 -1.986  C2 1.563, H9 1.108, H10 1.121, H11 1.099
2 C -1.208 -0.271 -0.739  C1 1.563, C3 1.534, N6 1.388, H12 1.138
3 C -1.640 0.318 0.609  C2 1.534, C4 1.502, H13 1.109, H14 1.101
4 C -0.627 0.233 1.715  C3 1.502, S5 1.817, H15 1.115, H16 1.114
5 S 0.844 1.263 1.436  C4 1.817
6 N -1.295 -1.655 -0.690  C2 1.388, H18 1.018
7 C 2.111 -1.434 -0.724  O8 1.410, H19 1.083, H20 1.127, H21 1.099
8 O 2.255 -0.048 -0.933  C7 1.410, H17 0.996
9 H -1.412 1.361 -2.275  C1 1.108
10 H -1.599 -0.341 -2.784  C1 1.121
11 H -2.939 0.585 -1.793  C1 1.099
12 H -0.098 -0.028 -0.812  C2 1.138
13 H -2.572 -0.220 0.877  C3 1.109
14 H -1.762 1.408 0.513  C3 1.101
15 H -1.168 0.490 2.655  C4 1.115
16 H -0.346 -0.811 1.983  C4 1.114
17 H 1.864 0.547 -0.237  O8 0.996
18 H -1.559 -1.971 -1.621  N6 1.018
19 H 2.403 -1.887 -1.663  C7 1.083
20 H 2.930 -1.844 -0.067  C7 1.127
21 H 1.210 -1.871 -0.271  C7 1.099


What should be chosen as the most stable of them? Choose 1.